Record 1
# CH9N2O2

A cluster of 3 separate species, CH9N2O2 in total at a distorted geometry (wB97M-V/def2-TZVPD, OMol25).

Output
spin multiplicity = 1
HOMO energy = -15.02 eV
charge = +1
energy = -303.26420 hartree
HOMO-LUMO gap = 11.94 eV

The geometry in XYZ format:
```
14
Properties=species:S:1:pos:R:3:lowdin_charge:R:1
N -1.2446 -0.4944 0.8125 0.208
C -0.4421 -1.2095 0.0732 -0.200
N 0.8436 -0.9851 0.0162 0.172
H -0.9107 0.2949 1.3557 0.112
H -2.2340 -0.5334 0.7722 0.132
H -0.7568 -2.0297 -0.5650 0.166
H 1.4573 -1.6478 -0.4221 0.139
H 1.2748 -0.3057 0.6323 0.112
H 0.6286 1.7706 2.1565 0.062
H 1.4920 2.2004 0.9233 0.065
O 0.6933 1.7540 1.2003 -0.035
H -0.1274 1.1742 -2.4688 0.065
H -0.4106 -0.3654 -2.5376 0.050
O -0.2635 0.3768 -1.9487 -0.050
```

---

Record 2
# CH9N2P2

A structure of composition CH9N2P2 at a distorted geometry (wB97M-V/def2-TZVPD, OMol25).

Output
spin multiplicity = 1
HOMO energy = -12.90 eV
charge = +1
energy = -835.35189 hartree
HOMO-LUMO gap = 8.32 eV

The geometry in XYZ format:
```
14
Properties=species:S:1:pos:R:3:lowdin_charge:R:1
C 0.6675 -0.7831 -1.3013 0.052
N -0.3872 0.2759 0.6634 -0.707
N 1.7019 -1.1407 -0.6003 0.131
P 0.7990 1.6115 0.8658 0.669
P -1.8371 0.7445 1.0275 0.711
H 0.8839 -0.1965 -2.1999 0.127
H -0.3211 -1.1002 -1.2143 0.068
H 2.6622 -0.9575 -0.8375 0.135
H 1.6698 -1.8551 0.1809 0.178
H -2.1318 0.2459 2.2510 -0.026
H 0.2065 2.5137 -0.0255 -0.130
H 0.4462 2.3969 1.9775 -0.129
H -2.9005 0.6299 0.2548 -0.054
H -1.9655 2.1110 1.3161 -0.025
```

---

Record 3
# CH9N3O

A cluster of 3 separate species, CH9N3O in total at a distorted geometry (wB97M-V/def2-TZVPD, OMol25).

Output
spin multiplicity = 1
HOMO energy (spin up / spin down) = -8.40 / -8.33 eV
charge = 0
energy = -282.75071 hartree
HOMO-LUMO gap (spin up / spin down) = 8.77 / 8.71 eV

The geometry in XYZ format:
```
14
Properties=species:S:1:pos:R:3:lowdin_charge:R:1
C 1.5871 1.1787 0.1954 -0.093
N -0.2015 -0.9869 0.5859 -0.026
N -0.1763 -1.8872 -0.4093 -0.043
H 0.6377 -1.0388 1.1661 0.057
H -0.1764 -1.4318 -1.3286 0.097
H 0.4565 -2.6794 -0.3731 0.086
H 1.6419 1.1102 1.2764 0.007
H 2.3348 0.5527 -0.2852 0.008
H 1.6643 2.2102 -0.1513 0.007
N -2.2747 0.6114 -0.2781 0.005
O -0.9368 0.3996 -0.5894 -0.290
H 0.4944 1.0137 -0.2906 0.025
H -2.3802 1.2464 0.5150 0.083
H -2.6707 -0.2990 -0.0333 0.077
```

---

Record 4
# CH9N5S

A cluster of 2 separate species, CH9N5S in total at a distorted geometry (wB97M-V/def2-TZVPD, OMol25).

Output
spin multiplicity = 1
HOMO energy = -17.73 eV
charge = +2
energy = -714.60801 hartree
HOMO-LUMO gap = 9.37 eV

The geometry in XYZ format:
```
16
Properties=species:S:1:pos:R:3:lowdin_charge:R:1
C -0.8796 0.4657 0.1455 -0.316
N 0.6135 -2.4265 0.9465 0.211
N -0.2979 0.4473 -0.9968 -0.201
N 0.9521 -1.1950 0.8143 -0.093
N -0.2484 1.2461 -2.1541 0.092
N 1.9235 -0.6586 1.4605 0.202
S -2.2252 1.7208 0.0550 1.036
H 1.1572 -3.0292 1.5657 0.168
H -0.0858 -2.7153 0.2711 0.160
H 0.2375 -0.3574 -1.0961 0.092
H -0.8965 2.0535 -2.3928 0.136
H -0.3615 0.5151 -2.8770 0.135
H -1.6032 2.8372 -0.3265 -0.025
H 2.5526 -1.2821 2.0285 0.190
H 2.0395 0.3365 1.2873 0.158
H -2.8778 2.0419 1.2688 0.054
```

---

Relative energy (zero: lowest compared OMol25 entry of this formula, charge and spin)? In order: 19.1; 41.9; 102.5; 32.3 kcal/mol.